[1]
Formula: C8H10O3P
Source: the OMol25 dataset
Level of theory: ωB97M-V/def2-TZVPD

HOMO (spin up / spin down)   -4.75 / -4.71 eV
HOMO-LUMO gap (spin up / spin down)   8.0 / 7.3 eV

```
! RIJCOSX wB97M-V def2-TZVPD def2/J DEFGRID3
* xyz -1 1
C 2.21 -1.57 -1.09
C 3.08 -0.53 -0.90
C 0.83 -1.54 -0.70
C 2.62 0.62 -0.23
C 0.44 -0.39 -0.15
C 1.29 0.64 0.14
C -0.32 1.87 1.31
C -2.23 -0.81 0.71
O -3.33 1.47 -0.42
O -4.32 -0.79 -1.11
O 0.96 1.80 0.66
P -3.11 0.04 -0.63
H 2.72 -2.40 -1.41
H 4.12 -0.66 -1.12
H 0.30 -2.52 -0.52
H 3.31 1.33 0.22
H -0.51 2.85 1.38
H -0.46 1.35 2.30
H -1.09 1.34 0.76
H -1.98 -1.82 0.85
H -2.33 -0.15 1.61
H -2.18 -0.12 -1.68
*
```

[2]
Formula: C8H10O4
Source: the OMol25 dataset
Level of theory: ωB97M-V/def2-TZVPD

HOMO (spin up / spin down)   -6.02 / -9.35 eV
HOMO-LUMO gap (spin up / spin down)   6.8 / 6.6 eV

```
! RIJCOSX wB97M-V def2-TZVPD def2/J DEFGRID3
* xyz 0 3
C 1.84 0.97 -0.59
C 0.62 -0.56 0.92
C 0.72 1.73 -0.68
C 1.77 -0.11 0.42
C 3.02 -0.88 0.43
C -0.73 0.24 0.45
C -0.80 -1.50 -1.27
C -2.75 0.98 1.09
O 4.02 -0.56 -0.10
O -0.42 1.53 -0.08
O -1.45 -0.42 -0.56
O -1.61 0.30 1.51
H 2.80 1.11 -1.09
H 0.34 -1.56 1.44
H 0.72 2.60 -1.35
H 2.95 -1.83 0.96
H -1.44 -1.97 -2.07
H -0.32 -2.25 -0.60
H 0.02 -1.12 -1.80
H -2.65 2.12 0.96
H -3.52 0.74 1.86
H -3.12 0.43 0.16
*
```

[3]
Formula: C8H10OS
Source: the OMol25 dataset
Level of theory: ωB97M-V/def2-TZVPD

HOMO (spin up / spin down)   -7.43 / -7.43 eV
HOMO-LUMO gap (spin up / spin down)   7.1 / 7.1 eV

```
! RIJCOSX wB97M-V def2-TZVPD def2/J DEFGRID3
* xyz 0 1
C 2.20 -0.69 1.65
C 0.14 -0.75 0.65
C -0.37 1.63 0.72
C 0.93 1.83 0.50
C -0.77 0.23 0.52
C -2.22 -0.11 0.32
C -2.57 -1.54 0.08
C 2.00 -0.19 -1.65
O -2.96 0.86 0.39
S 2.03 0.40 0.42
H 0.16 -1.79 0.27
H -1.16 2.40 0.79
H 1.45 2.71 0.61
H -2.63 -2.06 1.01
H -1.85 -1.77 -0.72
H -3.65 -1.56 -0.11
H 0.95 -0.17 -1.97
H 2.68 0.63 -2.02
H 2.50 -1.21 -1.68
H 3.14 1.17 0.23
*
```

[4]
Formula: C8H10OS
Source: the OMol25 dataset
Level of theory: ωB97M-V/def2-TZVPD

SMILES   C=S(=C)(O)c1ccccc1
HOMO   -7.84 eV
HOMO-LUMO gap   8.4 eV

```
! RIJCOSX wB97M-V def2-TZVPD def2/J DEFGRID3
* xyz 0 1
C 2.08 -1.18 1.82
C 1.40 -1.81 0.82
C 1.80 0.17 2.01
C 0.41 -1.15 0.09
C 1.03 0.90 1.19
C 0.30 0.19 0.22
C -1.96 0.06 -2.64
C -2.30 0.79 0.18
O -0.13 1.91 -1.61
S -1.05 0.70 -0.86
H 2.81 -1.77 2.28
H 1.77 -2.81 0.50
H 2.37 0.75 2.83
H -0.20 -1.66 -0.65
H 0.86 1.96 1.42
H -1.17 0.22 -3.41
H -2.18 -1.03 -2.57
H -3.24 0.65 -0.31
H -2.11 0.92 1.24
H -0.49 2.18 -2.53
*
```

[5]
Formula: C8H10OS2
Source: the OMol25 dataset
Level of theory: ωB97M-V/def2-TZVPD

SMILES   C=C[C@@H](C)[C@H]1SC(=O)SC1=C
HOMO   -9.20 eV
HOMO-LUMO gap   9.8 eV

```
! RIJCOSX wB97M-V def2-TZVPD def2/J DEFGRID3
* xyz 0 1
C -1.06 -1.25 0.74
C -0.13 -2.27 -1.54
C -1.91 -1.18 1.80
C 1.84 1.23 -1.88
C 0.99 1.42 -0.96
C -0.85 0.00 -0.21
C 0.42 1.19 1.52
C 0.49 0.60 0.14
O 0.31 -3.07 -2.32
S -0.18 -2.66 0.15
S -0.87 -0.67 -1.89
H -2.09 -2.00 2.53
H -2.40 -0.27 1.99
H 2.15 1.90 -2.81
H 2.40 0.34 -1.91
H 0.38 2.40 -0.91
H -1.76 0.62 -0.07
H -0.32 2.09 1.43
H 0.15 0.35 2.26
H 1.34 1.55 1.79
H 1.10 -0.30 0.16
*
```

[6]
Formula: C8H10S
Source: the OMol25 dataset
Level of theory: ωB97M-V/def2-TZVPD

HOMO (spin up / spin down)   -7.26 / -7.26 eV
HOMO-LUMO gap (spin up / spin down)   7.9 / 7.9 eV

```
! RIJCOSX wB97M-V def2-TZVPD def2/J DEFGRID3
* xyz 0 1
C -1.26 -0.64 -1.58
C -0.72 -1.83 -2.04
C -0.88 -0.53 -0.20
C -0.14 -1.58 0.25
C 0.13 -0.92 1.59
C -0.61 0.10 1.22
C 2.04 0.93 -0.74
C -1.11 1.40 1.77
S 0.15 -2.76 -0.87
H -1.80 0.19 -2.03
H -0.96 -2.30 -2.92
H 0.55 -1.29 2.50
H 2.50 0.19 -0.03
H 1.45 1.67 -0.18
H 1.42 0.56 -1.55
H 2.88 1.56 -1.17
H -0.65 1.55 2.81
H -2.19 1.31 1.91
H -0.81 2.38 1.27
*
```

Computed ΔE to the lowest compared entry with this formula, charge and spin (kcal/mol) in order:
92.0, 34.7, 221.8, 126.4, 27.5, 101.7